Here is a structure of composition C19H15BrCl5NRuS2 from the OMol25 dataset. Energies are from wB97M-V/def2-TZVPD.

```
! RIJCOSX wB97M-V def2-TZVPD def2/J DEFGRID3
* xyz 0 1
Ru 0.745 0.388 0.232
Cl -0.241 -3.209 1.196
C 0.132 -2.765 -0.442
C 0.512 -1.460 -0.722
C 0.904 -1.240 -2.036
Cl 1.492 0.396 -2.316
C 0.898 -2.176 -3.052
Cl 1.409 -1.767 -4.641
C 0.466 -3.465 -2.737
Cl 0.418 -4.675 -3.959
C 0.094 -3.760 -1.426
Cl -0.399 -5.363 -1.032
C -1.001 4.679 0.780
C -0.697 3.230 0.534
S 0.874 2.689 0.663
C -1.717 2.355 0.112
C -3.128 2.834 -0.078
S -1.332 0.787 -0.295
H -0.145 5.185 1.218
H -1.853 4.783 1.454
H -1.262 5.184 -0.154
H -3.558 3.150 0.875
H -3.754 2.044 -0.488
H -3.164 3.691 -0.753
Br -0.725 -0.575 6.746
C -0.342 -0.312 4.905
C -1.299 -0.614 3.955
C -1.012 -0.410 2.612
C 0.224 0.080 2.171
C 1.149 0.395 3.176
C 0.886 0.196 4.526
H -2.260 -1.007 4.258
H -1.778 -0.671 1.892
H 2.106 0.826 2.911
H 1.624 0.452 5.274
C 3.699 -3.643 0.904
C 3.637 -2.462 1.875
C 3.166 -1.248 1.224
N 2.727 -0.321 0.710
H 3.947 -4.550 1.452
H 4.457 -3.480 0.139
H 2.737 -3.790 0.415
H 4.606 -2.254 2.332
H 2.926 -2.650 2.685
*
```

Output
Calculated total energy: -6553.99902 hartree
M: 679.7 g mol⁻¹

Population analysis type natural (NBO), resulting atomic charges in e:
1 Ru 0.04
2 Cl 0.01
3 C 0.01
4 C -0.25
5 C -0.07
6 Cl 0.08
7 C -0.09
8 Cl 0.06
9 C -0.09
10 Cl 0.06
11 C -0.12
12 Cl 0.05
13 C -0.66
14 C -0.16
15 S 0.26
16 C -0.24
17 C -0.65
18 S 0.47
19 H 0.24
20 H 0.23
21 H 0.23
22 H 0.23
23 H 0.24
24 H 0.22
25 Br 0.03
26 C -0.10
27 C -0.27
28 C -0.17
29 C -0.10
30 C -0.26
31 C -0.25
32 H 0.22
33 H 0.20
34 H 0.21
35 H 0.22
36 C -0.59
37 C -0.52
38 C 0.48
39 N -0.39
40 H 0.23
41 H 0.22
42 H 0.23
43 H 0.25
44 H 0.27